(1)
13
Properties=species:S:1:pos:R:3:forces:R:3:mulliken_charge:R:1 method="wB97M-V/def2-TZVPD" lumo_energy_ev=3.702 largest_force_ev_per_a=2.01 total_charge=-1 homo_lumo_gap_ev=7.713 relative_energy_kcal_mol=34.7
C 0.5992 -2.1693 0.9237 -1.454 -0.681 -0.799 -0.82
C -0.7907 -1.4415 1.0006 -0.126 -0.778 -1.543 0.46
O -1.7084 -2.1550 1.4648 0.177 0.422 0.566 -0.74
O -0.8847 -0.3531 0.3812 0.146 0.090 0.576 -0.63
H 1.3151 -1.6547 0.2805 0.503 0.404 1.043 0.27
H 0.3803 -3.0533 0.3021 -0.185 0.001 0.217 0.20
H 0.7848 -2.5984 1.9078 0.934 0.428 -0.025 0.25
C -0.2688 2.2597 -0.9359 -0.586 0.816 1.740 -0.49
O 0.9397 2.6539 -1.5516 0.473 -0.065 -0.622 -0.55
H 1.4900 1.8754 -1.7242 -0.440 0.196 0.242 0.31
H -0.7980 3.1617 -0.5910 0.013 0.239 -0.955 0.26
H -0.1160 1.8423 0.0568 0.295 -0.967 -0.324 0.27
H -0.9425 1.6325 -1.5149 0.250 -0.106 -0.117 0.21

(2)
13
Properties=species:S:1:pos:R:3:forces:R:3:mulliken_charge:R:1 method="wB97M-V/def2-TZVPD" lumo_energy_ev="6.935 / 6.947" largest_force_ev_per_a=1.13 total_charge=-2 homo_lumo_gap_ev="6.653 / 6.359" relative_energy_kcal_mol=0.0 multiplicity=2
O -2.8878 0.1683 -0.1434 0.425 0.496 -0.157 -0.93
C -1.8320 0.9701 -0.4521 -0.824 -0.674 0.166 -0.54
C -0.4647 0.4765 0.0205 -0.002 0.081 0.507 -0.41
O -0.0975 -0.7131 -0.6447 0.051 -0.142 -0.918 -0.24
C 1.1878 -1.1596 -0.3144 0.159 -0.121 1.107 -0.65
H -1.9104 2.0033 -0.0149 0.082 0.155 0.054 0.22
H -1.7158 1.1508 -1.5556 0.079 0.027 -0.096 0.16
H -0.4947 0.2901 1.1140 -0.015 0.072 -0.293 0.29
H 0.3012 1.2570 -0.1688 -0.034 -0.104 -0.004 0.31
H 1.1536 -1.6406 0.6939 0.364 0.201 -0.574 0.27
H 1.5656 -1.8891 -1.0580 -0.386 0.326 0.214 0.21
H 1.9022 -0.3201 -0.2282 -0.089 -0.281 -0.082 0.30
O 3.2925 -0.5935 2.7517 0.189 -0.037 0.077 -1.00

(3)
14
Properties=species:S:1:pos:R:3:forces:R:3:mulliken_charge:R:1 method="wB97M-V/def2-TZVPD" lumo_energy_ev="-4.711 / -4.653" largest_force_ev_per_a=2.93 total_charge=+1 homo_lumo_gap_ev="5.568 / 9.119" multiplicity=6
C -0.6818 2.8286 1.7247 -0.776 0.292 -2.814 -0.22
O -0.7093 2.7326 0.3985 0.415 -0.850 2.467 -0.61
H -0.4416 3.8033 2.1691 0.100 -0.434 -0.187 0.28
H -1.1417 2.0399 2.3379 0.428 0.176 -0.293 0.26
H 0.6566 -0.6758 1.4909 0.411 -1.170 -1.210 0.20
O -0.4108 -0.4716 -2.6067 -0.123 0.569 0.042 -0.73
C 0.0983 -1.4057 -1.7789 0.329 -1.024 0.123 -0.09
O 0.4324 -0.6756 -0.5525 -0.448 1.029 -0.161 -0.36
C 0.6922 -1.4173 0.6181 -0.106 0.365 1.516 -0.62
Pm -0.4794 1.4116 -1.5032 0.031 0.121 0.594 1.80
H 1.0446 -1.8643 -2.1303 -0.391 0.167 -0.036 0.27
H -0.6163 -2.2053 -1.4933 0.194 0.308 -0.148 0.25
H -0.0975 -2.1599 0.8016 0.129 0.151 -0.167 0.32
H 1.6544 -1.9405 0.5241 -0.194 0.301 0.273 0.27

(4)
14
Properties=species:S:1:pos:R:3:forces:R:3:mulliken_charge:R:1 method="wB97M-V/def2-TZVPD" lumo_energy_ev=3.177 largest_force_ev_per_a=6.40 total_charge=-1 homo_lumo_gap_ev=7.075 relative_energy_kcal_mol=30.9
O -0.8686 -0.1603 -2.4841 -1.300 -0.183 -0.207 -0.71
C -1.3985 0.2435 -1.4280 1.483 1.469 0.388 0.45
O -2.4804 0.8473 -1.1634 1.439 -1.295 -0.221 -0.73
C -0.2243 0.1448 -0.2354 -3.377 -1.907 -2.614 -0.70
C 0.0520 1.4001 0.3098 5.066 3.616 -1.501 -0.43
S 1.8058 1.1725 1.1939 -1.001 0.562 0.129 -0.31
H 0.6192 -0.3685 -0.6418 0.306 -0.100 -0.478 0.38
H -0.7215 -0.4456 0.4820 -0.251 -0.929 1.201 0.34
H -0.6737 1.7708 0.9455 -1.186 0.986 1.315 0.37
H 0.4287 2.2420 -0.4943 -1.228 -1.951 1.870 0.28
H 1.4887 0.0813 1.9127 -0.095 0.116 -0.012 0.09
H 1.2993 -1.8503 0.6589 1.380 1.872 -1.172 0.30
H 0.0295 -2.6067 0.1295 -0.648 0.430 -1.568 0.34
O 0.6437 -2.4710 0.8148 -0.587 -2.687 2.869 -0.66

(5)
15
Properties=species:S:1:pos:R:3:forces:R:3:mulliken_charge:R:1 method="wB97M-V/def2-TZVPD" lumo_energy_ev=-0.957 largest_force_ev_per_a=1.05 total_charge=-1 homo_lumo_gap_ev=3.870 relative_energy_kcal_mol=106.4
C 0.3564 0.1852 -1.4347 0.575 -0.855 0.186 -0.88
C -0.3267 1.5443 -1.0273 -0.195 0.281 -0.071 0.54
O 0.4010 2.5362 -1.0846 0.245 0.008 -0.012 -0.66
O -1.5310 1.4199 -0.7482 -0.081 0.038 -0.070 -0.69
C 1.2846 -0.3625 -0.2856 0.653 -0.374 -0.173 0.34
S 1.7834 -1.9315 -0.7736 -0.068 0.191 -0.045 -0.14
S -0.4074 0.1596 2.5829 0.235 0.539 -0.209 -0.47
H -0.3468 -0.6186 -1.6073 -0.553 0.169 -0.176 0.45
H 0.9786 0.3023 -2.3236 -0.024 0.150 0.031 0.44
H 2.1519 0.2477 -0.0667 -0.140 0.374 0.133 0.34
H 0.6582 -0.4676 0.6538 -0.513 0.069 0.560 -0.39
H -0.6797 -0.5914 3.6601 0.216 -0.384 -0.126 0.08
H -1.7907 -0.7297 1.0643 -0.211 0.007 -0.147 0.27
H -2.1290 -0.2563 -0.3404 -0.084 0.184 0.295 0.38
O -2.2731 -1.0062 0.2660 -0.054 -0.398 -0.176 -0.62

(6)
16
Properties=species:S:1:pos:R:3:forces:R:3:mulliken_charge:R:1 method="wB97M-V/def2-TZVPD" lumo_energy_ev="3.146 / 3.128" largest_force_ev_per_a=1.75 total_charge=-1 homo_lumo_gap_ev="7.042 / 6.798" relative_energy_kcal_mol=35.3
C -1.2888 0.3010 -0.1660 0.154 -0.030 0.046 -1.43
C 0.2287 0.4350 -0.0380 0.100 0.539 0.209 0.28
C 0.9214 -0.8697 -0.2061 1.732 -0.103 0.211 -0.75
O 4.4685 -1.1973 -0.3976 -0.268 0.387 0.180 -0.56
O 3.5619 0.4059 1.2789 0.581 -0.373 -0.604 -0.64
O 3.5859 1.0096 -1.1202 0.101 -0.382 0.343 -0.57
S 0.6153 1.1977 1.6012 -0.709 0.192 -0.165 -0.29
S 0.6641 -2.1132 1.0132 0.072 -0.164 -0.241 -0.21
S 3.5804 -0.0700 -0.1265 -1.710 -0.192 -0.073 0.95
H -1.6582 -0.3844 0.5957 -0.061 0.003 0.022 0.34
H -1.7770 1.2649 -0.0466 -0.092 0.127 -0.012 0.38
H -1.5357 -0.1115 -1.1456 -0.051 0.032 -0.043 0.39
H 0.6131 1.1250 -0.7979 -0.065 -0.140 0.075 0.31
H 0.8815 -1.2974 -1.1993 0.084 0.020 -0.160 0.43
H 1.9474 0.9685 1.5472 0.133 0.068 0.013 0.23
H 0.8280 -1.2792 2.0454 -0.001 0.018 0.198 0.14

(7)
15
Properties=species:S:1:pos:R:3:forces:R:3:mulliken_charge:R:1 method="wB97M-V/def2-TZVPD" lumo_energy_ev=0.538 largest_force_ev_per_a=3.61 homo_lumo_gap_ev=8.997 relative_energy_kcal_mol=9.7
C -1.6024 -0.5958 0.0313 0.654 1.812 2.591 -1.32
C -0.1122 -0.2286 -0.3084 -0.415 -0.953 1.855 0.42
O -0.0289 0.5769 -1.4522 -1.184 1.025 -0.212 -0.54
C 0.7911 0.3364 0.8441 -1.601 0.117 -2.887 0.37
O 0.7112 -0.1494 1.9158 0.464 -0.368 2.290 -0.52
P 2.0415 1.5831 0.1781 -0.326 0.403 0.579 0.21
O 2.9092 1.6659 1.5206 0.703 -2.172 2.633 -0.48
O 2.8364 0.4643 -0.7163 -0.614 -0.442 -2.412 -0.47
H -2.1100 0.2756 0.5770 0.773 -1.020 -0.589 0.32
H -1.8547 -1.4952 0.6268 0.819 0.456 -0.319 0.34
H -2.0909 -0.6619 -0.8761 -1.052 -0.386 -2.032 0.44
H 0.4373 -1.1636 -0.4373 -0.075 -0.133 -0.831 0.19
H -0.7872 1.2229 -1.3922 1.279 -0.857 -0.250 0.33
H 2.9070 0.8695 2.2354 -0.337 2.409 -2.668 0.36
H 2.4693 0.4658 -1.6718 0.911 0.109 2.252 0.35

(8)
16
Properties=species:S:1:pos:R:3:forces:R:3:mulliken_charge:R:1 method="wB97M-V/def2-TZVPD" lumo_energy_ev=6.799 largest_force_ev_per_a=1.41 total_charge=-2 homo_lumo_gap_ev=6.319 relative_energy_kcal_mol=79.4
C 1.4698 0.0649 -1.8617 0.130 0.007 -0.373 -0.80
C -0.6523 -0.7842 2.0639 -0.069 -0.102 0.254 -0.76
C 0.3465 -0.1291 0.1268 -0.805 -0.866 -0.766 -0.95
O -0.4869 2.1089 0.9233 -0.095 -0.040 -0.076 -0.74
O -2.3965 0.6150 0.1022 -0.107 -0.327 0.011 -0.79
O -0.8288 1.7233 -1.5886 0.042 -0.135 -0.146 -0.84
O 1.5266 0.0538 -0.4515 0.619 -0.026 0.099 -0.03
O 0.5440 -0.4568 1.3907 0.538 -0.339 0.583 -0.04
P -1.0401 1.2120 -0.1779 -0.249 1.045 -0.059 0.79
H 0.7251 0.7916 -2.1947 0.080 0.039 -0.075 0.32
H 1.1620 -0.9369 -2.1874 0.082 -0.094 -0.026 0.39
H 2.4785 0.3070 -2.2096 -0.012 -0.019 0.016 0.20
H -0.4420 -0.7416 3.1361 0.031 0.006 -0.050 0.19
H -0.9428 -1.7986 1.7614 -0.016 -0.039 0.005 0.38
H -1.4382 -0.0904 1.7713 -0.193 -0.111 0.279 0.36
H -0.0249 -1.9387 -0.6044 0.023 1.000 0.326 0.31

(9)
12
Properties=species:S:1:pos:R:3:forces:R:3:mulliken_charge:R:1 method="wB97M-V/def2-TZVPD" lumo_energy_ev=0.824 largest_force_ev_per_a=3.26 homo_lumo_gap_ev=9.956 relative_energy_kcal_mol=20.5
C 0.6258 0.8473 1.1544 2.428 -1.316 -1.044 -0.98
P -0.3743 -0.6294 1.4407 0.181 -0.261 -0.204 0.02
C -1.1662 -0.9822 -0.1890 -1.095 -1.597 -0.281 0.54
C -0.6195 -0.9328 -1.6367 0.804 1.307 2.232 -0.92
O -2.2658 -1.4825 0.0381 0.775 0.457 -0.887 -0.51
H 1.3495 1.0284 1.9297 0.623 -0.377 0.265 0.34
H 0.0519 1.6807 1.1899 -1.973 2.582 -0.250 0.36
H 1.1436 0.8259 0.1685 -0.179 -0.049 0.715 0.27
H -1.5179 0.1064 1.6490 -0.633 0.170 0.814 0.04
H -0.6605 0.1620 -1.8643 0.104 -0.784 -0.284 0.26
H 0.5083 -1.2015 -1.5683 -2.077 -0.053 -0.762 0.28
H -1.3946 -1.4799 -2.1930 1.042 -0.079 -0.314 0.31